Entry 1:
Entry from the Open Molecules 2025 dataset: a cluster of 2 separate species, C5H14 in total at a distorted geometry (the ωB97M-V functional and the def2-TZVPD basis).

Structure (XYZ):
```
19
Properties=species:S:1:pos:R:3:forces:R:3:nbo_charge:R:1
C 1.015 -1.167 0.984 0.441 0.020 -0.523 -0.40
C -1.419 1.519 -1.222 -0.715 0.158 0.532 -0.61
C 1.580 0.211 1.271 0.629 0.754 -0.277 -0.61
C -2.439 0.727 -0.398 -0.178 0.428 -0.320 -0.60
C 1.436 -1.662 -0.412 0.830 0.749 0.744 -0.61
H 1.418 -1.859 1.720 -0.192 -0.130 0.220 0.20
H 1.327 -0.822 -1.103 -0.645 -0.478 -0.443 0.20
H -1.068 2.337 -0.593 0.533 -0.117 -0.065 0.20
H 1.529 0.505 2.317 -0.093 -0.091 0.125 0.21
H -3.331 1.320 -0.175 0.128 0.036 0.021 0.20
H -2.785 -0.147 -0.947 0.070 -0.237 0.153 0.20
H 0.968 -2.606 -0.657 -0.351 0.113 -0.508 0.21
H -1.878 2.019 -2.073 0.038 -0.318 -0.274 0.20
H -0.627 0.837 -1.529 0.241 0.375 -0.112 0.20
H -1.982 0.453 0.548 -0.096 -0.335 0.077 0.20
H 2.629 0.279 0.968 0.208 -0.382 0.288 0.20
H 2.520 -1.829 -0.445 -0.056 -0.146 0.267 0.20
H 1.176 1.046 0.688 -0.632 -0.332 -0.023 0.20
H -0.069 -1.160 1.057 -0.160 -0.070 0.118 0.20
```
Forces are in eV/Å.

As for the spin multiplicity: 1. The orbital gap comes out at 12.517 eV. For the total energy, the calculation gives -198.88105 Eh. Its SMILES is CCC.CC.

---

Entry 2:
Entry from the Open Molecules 2025 dataset: a cluster of 6 separate species, C37H45BBrN2O3 in total at a distorted geometry (the ωB97M-V functional and the def2-TZVPD basis).

Structure (XYZ):
```
89
Properties=species:S:1:pos:R:3:forces:R:3:mulliken_charge:R:1
Br 1.831 -3.926 5.607 -0.237 -0.092 -1.007 -0.10
O 3.033 -1.201 2.379 -0.896 -1.354 -1.709 -0.45
O 3.392 -3.545 2.737 -1.249 0.339 -1.445 -0.50
O -0.315 -2.481 4.909 -1.535 1.046 0.356 -0.36
N 0.533 -0.073 3.354 0.006 -0.432 -0.136 -0.11
N 1.113 -2.790 1.926 0.463 0.545 0.084 -0.32
C 5.391 -1.031 2.979 -0.848 -0.322 -0.072 -0.99
C -6.078 6.398 -7.650 0.015 -0.016 0.005 -0.40
C -0.146 -0.593 2.427 -1.955 0.490 0.037 0.66
C 0.325 -3.619 2.910 0.090 -1.284 0.220 -0.23
C -1.657 -0.161 2.275 0.993 0.431 -0.594 -1.50
C 9.246 -3.605 3.323 -0.033 0.018 -0.015 -0.42
C 10.402 -3.340 4.046 0.006 -0.004 0.004 -0.37
C 0.164 2.993 5.283 -0.030 -0.051 -0.034 -0.33
C 0.442 -3.206 4.408 1.058 -0.471 -0.106 0.18
C 0.117 4.366 5.487 -0.021 0.008 -0.013 -0.43
C -5.027 0.576 -6.365 -0.015 -0.039 0.015 -0.50
C -1.453 2.675 7.036 -0.045 -0.021 -0.004 -0.63
C -5.085 4.209 -7.743 0.034 0.014 -0.033 0.08
C -3.828 -3.064 -0.936 0.011 0.047 0.047 -0.43
C -6.129 1.899 -4.685 -0.004 0.002 -0.005 -0.26
C -4.026 -2.458 -2.171 0.030 0.018 -0.018 -0.51
C -1.805 -4.077 -1.759 0.059 0.063 0.097 -0.31
C -2.001 -3.469 -2.992 0.013 0.045 -0.009 -0.58
C 10.927 -1.534 2.546 -0.003 -0.010 0.020 -0.36
C 0.379 -1.597 1.380 -1.378 0.751 -0.400 -0.67
C -4.811 5.733 -9.584 0.000 -0.016 0.010 -0.35
C -3.110 -2.656 -3.197 0.015 -0.042 0.062 -0.25
C 11.244 -2.307 3.655 -0.034 0.007 -0.017 -0.39
C 8.931 -2.835 2.210 0.026 0.028 0.061 -0.26
C 4.375 -1.118 1.792 1.535 0.820 0.838 -0.38
C -3.983 0.328 -5.484 -0.004 0.019 0.041 -0.36
C -5.561 6.686 -8.906 -0.005 -0.006 0.001 -0.44
C -0.720 4.893 6.461 0.004 -0.012 0.005 -0.40
C -2.717 -3.872 -0.729 0.099 0.082 0.000 -0.50
C -1.504 4.048 7.236 0.023 -0.026 -0.019 -0.30
C -0.623 2.147 6.055 0.003 0.073 -0.060 -0.18
C 9.770 -1.797 1.825 -0.034 0.010 -0.016 -0.44
C -5.083 1.655 -3.804 0.021 -0.016 -0.008 -0.51
C -5.837 5.160 -7.067 -0.004 0.014 -0.030 -0.42
C -6.100 1.364 -5.966 -0.032 -0.077 0.059 -0.57
C -4.574 4.494 -9.004 -0.020 0.053 0.015 -0.55
C -4.008 0.871 -4.204 -0.033 -0.018 -0.023 -0.38
B 2.562 -2.473 2.381 2.378 0.612 1.112 0.70
H 8.591 -4.413 3.626 0.038 0.013 -0.004 0.35
H -0.761 5.965 6.617 0.009 -0.044 -0.001 0.37
H -0.504 -2.004 0.831 0.612 0.169 0.453 0.28
H -3.992 3.750 -9.533 -0.010 0.025 0.018 0.36
H 4.459 -0.192 1.181 -0.599 -0.563 0.502 0.41
H -2.248 -0.437 3.172 0.359 -0.117 -0.659 0.34
H -5.105 2.075 -2.806 0.000 0.003 -0.039 0.39
H 0.958 -1.029 0.618 0.147 -0.674 0.667 0.35
H -5.743 7.654 -9.358 -0.002 -0.039 0.012 0.36
H 11.582 -0.725 2.244 -0.021 -0.033 0.004 0.36
H -3.261 -2.179 -4.158 -0.038 -0.024 0.040 0.39
H 0.711 -4.661 2.829 -0.381 0.750 -0.031 0.55
H -0.115 0.548 3.871 0.686 -0.207 -0.063 0.12
H -1.290 -3.627 -3.794 -0.036 -0.011 0.020 0.40
H -3.147 -0.289 -5.795 -0.011 0.054 -0.020 0.46
H -6.913 1.560 -6.654 0.030 0.000 0.020 0.40
H -0.941 -4.713 -1.600 -0.053 -0.035 -0.044 0.44
H 9.521 -1.192 0.960 0.031 -0.029 0.018 0.36
H -2.562 -4.343 0.236 -0.069 -0.065 -0.039 0.49
H -2.061 2.016 7.644 0.016 0.025 -0.021 0.36
H -4.896 3.245 -7.288 0.015 0.055 -0.013 0.31
H 4.578 -1.964 1.095 -0.196 0.440 0.549 0.31
H 8.031 -3.044 1.644 0.032 -0.005 -0.006 0.44
H -5.006 0.155 -7.363 -0.002 0.020 0.032 0.39
H 0.733 5.025 4.886 -0.021 -0.020 0.021 0.36
H 0.816 2.582 4.520 0.037 0.039 0.044 0.38
H -4.410 5.957 -10.566 -0.018 -0.003 0.033 0.36
H 4.835 -0.561 3.823 0.522 -0.129 -0.629 0.33
H -4.894 -1.830 -2.333 0.043 -0.013 -0.017 0.45
H -0.744 -3.564 2.610 0.720 -0.043 0.355 0.24
H -6.237 4.937 -6.084 0.018 -0.005 -0.027 0.34
H -0.588 1.075 5.895 0.018 0.006 0.121 0.53
H 6.272 -0.411 2.730 -0.377 -0.578 0.122 0.35
H -2.104 -0.505 1.321 0.014 -0.013 0.708 0.37
H 1.264 -3.406 1.111 -0.130 0.107 0.332 0.40
H -1.637 0.955 2.224 -0.132 -0.782 0.079 0.41
H -2.155 4.460 7.998 0.028 -0.017 -0.024 0.37
H 5.651 -2.055 3.323 0.175 0.751 -0.262 0.22
H 3.888 -3.863 1.962 0.081 -0.181 0.583 0.31
H -4.541 -2.907 -0.135 0.002 -0.024 -0.041 0.42
H -3.189 0.683 -3.519 -0.020 0.000 -0.021 0.49
H -6.968 2.509 -4.372 0.030 -0.021 -0.016 0.45
H -6.669 7.139 -7.124 0.026 -0.017 -0.018 0.36
H 10.646 -3.939 4.915 -0.002 0.015 -0.041 0.36
H 12.149 -2.105 4.215 -0.035 -0.004 -0.015 0.36
```
Forces are in eV/Å.

As for the spin multiplicity: 1. The net charge is +1. The orbital gap comes out at 6.743 eV. For the total energy, the calculation gives -4370.77456 Eh.

---

Entry 3:
Entry from the Open Molecules 2025 dataset: an isolated molecule of CH2INS at a distorted geometry (the ωB97M-V functional and the def2-TZVPD basis).

Structure (XYZ):
```
6
Properties=species:S:1:pos:R:3:forces:R:3:nbo_charge:R:1
I -2.160 0.966 0.043 0.536 -0.148 -0.165 0.23
S -0.510 -2.083 0.053 0.174 4.769 -0.458 -0.26
N 0.792 0.384 0.099 -1.837 -2.445 -0.865 -0.81
C -0.420 -0.202 -0.035 0.229 -3.934 1.238 -0.03
H 1.432 -0.439 -0.063 0.217 1.974 0.285 0.45
H 0.866 1.374 -0.097 0.681 -0.217 -0.035 0.42
```
Forces are in eV/Å.

As for the spin multiplicity: 1. The orbital gap (alpha / beta) comes out at 8.230 / 8.230 eV. For the total energy, the calculation gives -789.89412 Eh. Its SMILES is NC(=S)I.

---

Entry 4:
Entry from the Open Molecules 2025 dataset: a structure of composition C4H9N2O2 at a distorted geometry (the ωB97M-V functional and the def2-TZVPD basis).

Structure (XYZ):
```
17
Properties=species:S:1:pos:R:3:forces:R:3:mulliken_spin:R:1
O 0.654 2.397 2.003 -0.859 0.097 0.439 0.00
O -1.548 -2.648 0.528 -0.945 0.006 1.025 0.13
N -0.585 -0.810 -0.515 1.036 1.183 0.307 0.03
N 0.347 -2.294 -2.449 0.975 2.742 -3.665 0.22
C -0.981 -2.106 -0.425 0.964 -2.070 -1.180 0.10
C -0.454 -2.862 -1.600 -1.658 -2.925 3.266 0.43
C 0.916 3.486 1.302 2.691 -0.457 0.103 0.00
C -0.122 -0.122 0.696 -2.346 -0.821 0.023 -0.01
H -1.060 0.092 1.198 0.196 0.393 0.712 0.00
H 1.560 4.255 1.959 -1.021 -0.116 -1.023 0.00
H -0.734 -2.000 -2.594 1.679 1.409 -1.928 0.07
H 0.432 -0.778 1.348 0.508 -0.305 0.229 -0.01
H 0.120 -0.776 -1.250 -0.083 -0.128 -0.337 0.00
H 1.717 3.203 0.466 -0.905 0.865 0.334 0.00
H 0.370 0.812 0.556 0.411 0.541 -0.351 0.01
H 0.077 4.023 0.765 0.242 0.022 0.340 0.00
H -0.710 -3.871 -1.986 -0.887 -0.436 1.705 0.03
```
Forces are in eV/Å.

As for the spin multiplicity: 2. The net charge is -2. The orbital gap (alpha / beta) comes out at 5.165 / 6.478 eV. For the total energy, the calculation gives -417.55978 Eh.